1.
72
Properties=species:S:1:pos:R:3:forces:R:3 method="wB97M-V/def2-TZVPD" orbital_gap_ev="4.47 / 4.47" lumo_energy_ev="0.58 / 0.58" e_above_lowest_kcal_mol=43.4 charge=-1 e_tot_ha=-2958.60839 multiplicity=1 homo_ev="-3.89 / -3.89"
W -0.5325 0.0637 -0.0604 -0.920 2.270 -0.664
C -1.9188 -3.9625 -0.4952 0.086 0.401 0.161
C -0.8465 -2.9241 -0.6948 -0.310 2.148 0.570
O -1.0651 -1.7085 -0.2311 -0.869 -6.764 -1.180
C 0.3493 -3.1939 -1.3392 0.075 -0.156 0.045
C 1.3662 -2.2387 -1.4647 -0.253 1.280 0.625
C 2.6432 -2.5788 -2.1726 -0.167 0.025 0.073
N 1.2361 -1.0075 -0.9295 0.518 -0.420 -0.460
N 2.3186 -0.2033 -1.1373 0.541 0.587 -0.008
C 2.0936 1.0391 -0.8175 -0.930 -1.743 -0.001
O 0.9037 1.3888 -0.3589 1.807 0.757 -0.279
C 3.1421 2.0312 -1.0140 0.346 0.633 -0.020
C 4.2165 1.7568 -1.8684 -0.302 -0.021 0.127
C 5.1653 2.7246 -2.1252 0.103 0.078 0.037
C 5.0852 3.9656 -1.5082 -0.005 0.023 -0.007
C 4.0480 4.2303 -0.6272 0.165 0.152 -0.031
C 3.0761 3.2786 -0.3869 -0.120 -0.427 -0.103
H -2.6709 -3.5655 0.1825 -0.064 -0.011 -0.005
H -1.4977 -4.8741 -0.0740 0.049 -0.043 0.009
H -2.3960 -4.2173 -1.4422 0.034 0.058 -0.041
H 0.5039 -4.1726 -1.7642 0.020 -0.090 -0.023
H 2.5850 -3.5705 -2.6112 -0.032 -0.095 0.006
H 3.4769 -2.5282 -1.4713 0.036 0.019 -0.037
H 2.8364 -1.8396 -2.9477 0.026 0.018 -0.036
H 4.2703 0.7845 -2.3343 -0.041 -0.034 -0.054
H 5.9698 2.5180 -2.8174 0.062 -0.030 -0.019
H 5.8254 4.7235 -1.7206 0.064 0.059 0.015
H 3.9989 5.1893 -0.1311 -0.037 0.075 0.029
H 2.2596 3.4817 0.2911 -0.112 0.030 0.005
N 1.2260 -2.2993 1.9229 -0.065 0.441 0.122
C 1.1454 -1.0901 2.5145 0.025 -0.984 -0.582
N 1.6047 -1.0127 3.7515 0.053 0.906 0.822
C 1.5026 0.2013 4.3312 0.672 -1.882 -0.112
N 1.9639 0.3130 5.5992 -0.145 0.109 -0.248
N 1.0097 1.2768 3.7518 -1.167 1.374 -1.682
C 0.4889 1.1250 2.5242 2.200 -3.762 1.449
N 0.5885 -0.0784 1.8228 -0.102 2.307 0.983
C -0.2710 2.1882 1.9721 -2.193 2.711 -1.799
C -0.2604 3.4675 2.5783 0.571 -1.630 -0.078
C -1.0005 4.4837 2.0506 -1.044 0.248 -1.334
C -1.7824 4.2315 0.9013 0.799 0.419 1.343
C -1.7567 2.9753 0.3494 -0.214 -1.007 -0.330
N -1.0424 1.9503 0.8408 0.792 1.749 1.909
H 1.6952 -3.0296 2.4294 -0.097 0.058 -0.048
H 0.8891 -2.4525 0.9851 0.075 0.040 0.008
H 2.0546 -0.5596 6.0958 0.003 0.110 -0.023
H 1.5830 1.0952 6.1073 -0.037 -0.051 0.089
H 0.3555 3.5931 3.4535 0.027 0.027 0.094
H -0.9873 5.4686 2.4922 -0.013 0.053 0.082
H -2.3949 5.0021 0.4644 -0.032 0.067 -0.108
H -2.3467 2.7442 -0.5343 0.173 -0.112 0.077
S -0.6311 0.5518 -2.6080 -0.181 -0.229 0.576
C -1.7952 -0.6945 -2.9887 0.011 0.286 -0.023
C -1.6638 -1.4690 -4.1298 -0.267 -0.185 0.006
C -2.6135 -2.4414 -4.4406 -0.350 0.577 1.010
C -2.4987 -3.1936 -5.6243 0.105 -0.441 -0.715
N -2.4134 -3.7831 -6.6071 0.064 -0.127 -0.149
C -3.7242 -2.6272 -3.5879 0.885 0.762 -0.024
C -3.8720 -1.8217 -2.4586 0.161 -0.007 -0.108
C -2.9227 -0.8614 -2.1473 0.011 0.286 -0.224
S -3.1098 0.2056 -0.7781 0.598 -0.104 0.171
C -4.6817 -3.6141 -3.8829 -0.557 -0.524 -0.163
N -5.4642 -4.4207 -4.1208 -0.197 -0.201 -0.023
H -0.8199 -1.2995 -4.7809 0.063 -0.081 -0.077
H -4.7284 -1.9404 -1.8125 -0.088 -0.088 0.026
N -1.8755 -0.3842 1.7380 -0.553 0.774 1.320
C -2.3417 0.0325 2.7320 0.799 -1.184 -2.304
C -2.8340 0.4726 3.9138 -0.152 0.271 0.457
C -4.1906 0.7532 4.0892 -0.696 0.137 0.042
N -5.3041 0.9816 4.2694 -0.315 0.091 0.023
C -1.9670 0.6269 4.9969 0.298 -0.060 0.447
N -1.2561 0.7424 5.8955 0.313 0.077 0.362

2.
67
Properties=species:S:1:pos:R:3:forces:R:3 method="wB97M-V/def2-TZVPD" orbital_gap_ev="5.46 / 5.31" lumo_energy_ev="-7.28 / -7.42" s2=0.762 charge=+2 e_tot_ha=-5778.07967 multiplicity=2 homo_ev="-12.74 / -12.74"
Co 0.0547 0.4067 0.1829 0.027 0.058 0.239
C 4.1166 -0.4664 -0.7172 -0.003 -0.018 0.088
C 2.9428 -0.2764 0.0132 0.086 0.044 -0.064
N 1.8440 0.1529 -0.5924 -0.078 -0.010 0.057
C 1.8906 0.3888 -1.9219 -0.238 0.033 -0.110
C 3.0664 0.1935 -2.6183 0.167 -0.033 -0.001
N 4.1766 -0.2315 -2.0164 -0.114 0.046 -0.069
C 0.5939 0.8240 -2.5017 0.203 -0.048 0.020
C 0.3403 1.2555 -3.7843 -0.010 -0.008 -0.017
C -0.9553 1.6654 -4.1379 -0.015 0.020 -0.062
C -1.9434 1.6309 -3.1412 0.003 -0.007 -0.015
C -1.6235 1.1890 -1.8765 -0.165 0.020 0.131
N -0.3840 0.7802 -1.5934 0.014 -0.059 0.110
C -2.5045 1.1139 -0.6824 0.139 -0.030 -0.222
C -3.8675 1.3299 -0.6650 -0.137 0.016 0.079
N -4.5841 1.2031 0.4514 0.072 0.018 -0.111
C -3.9431 0.8554 1.5534 0.034 -0.025 0.070
C -2.5654 0.6320 1.5663 -0.078 0.071 -0.016
N -1.8586 0.7689 0.4534 0.085 -0.043 -0.025
C -1.2641 2.1381 -5.5114 0.020 -0.035 0.104
C -0.2851 2.1857 -6.5005 -0.015 0.002 -0.003
C -0.6245 2.6377 -7.7664 -0.010 0.038 -0.122
N -1.8470 3.0364 -8.1063 0.055 -0.078 0.214
C -2.7807 2.9883 -7.1607 -0.054 0.046 -0.112
C -2.5453 2.5533 -5.8656 0.018 -0.005 -0.008
H 5.0167 -0.8174 -0.2282 -0.001 0.006 -0.003
H 2.8891 -0.4676 1.0770 0.012 -0.010 0.002
H 3.1239 0.3750 -3.6842 0.020 -0.010 0.000
H 1.1443 1.2857 -4.5023 -0.007 0.005 -0.001
H -2.9493 1.9591 -3.3493 0.006 0.003 -0.003
H -4.4037 1.6049 -1.5646 -0.020 -0.005 0.011
H -4.5257 0.7439 2.4593 0.003 0.005 -0.003
H -2.0366 0.3455 2.4656 -0.016 -0.011 0.007
H 0.7370 1.8837 -6.3269 0.002 0.006 -0.015
H 0.1277 2.6804 -8.5449 -0.004 0.001 -0.001
H -3.7727 3.3145 -7.4494 0.004 0.000 -0.002
H -3.3732 2.5519 -5.1723 -0.008 0.006 -0.012
C 0.9463 1.8575 2.6569 -0.005 -0.055 0.021
O 0.6074 0.5669 2.1027 0.012 0.035 0.050
C 0.7182 -0.5526 2.9336 0.008 0.180 -0.010
C 1.1039 -0.4870 4.2525 -0.052 -0.093 0.016
C 1.1311 -1.6828 4.9717 -0.010 0.058 -0.042
Br 1.6238 -1.6355 6.7800 0.015 0.003 0.067
C 0.8200 -2.8839 4.3734 0.128 -0.066 -0.085
C 0.4685 -2.9474 3.0183 0.145 -0.164 0.108
C 0.3903 -1.7558 2.3251 -0.189 0.093 -0.237
O -0.0704 -1.6239 1.0156 0.186 -0.144 -0.240
C 0.2062 -4.2838 2.4516 0.094 0.147 0.103
N -0.1117 -5.2856 3.2090 -0.177 -0.055 -0.071
C -0.2729 -6.3679 2.3565 0.024 -0.026 0.165
C -0.6117 -7.6889 2.6543 -0.010 -0.013 0.023
C -0.6810 -8.5768 1.6053 0.015 0.009 -0.068
C -0.4167 -8.1739 0.2817 -0.024 -0.070 0.051
C -0.0818 -6.8737 -0.0293 -0.024 0.075 0.057
C -0.0263 -5.9838 1.0411 0.088 0.044 -0.115
N 0.2797 -4.6277 1.1122 -0.353 -0.026 -0.257
H 0.2983 2.0781 3.5031 -0.003 0.012 0.003
H 0.7823 2.5837 1.8653 0.001 0.005 -0.005
H 1.9911 1.8673 2.9620 0.005 0.004 0.008
H 1.3613 0.4429 4.7361 0.019 -0.005 0.004
H 0.8599 -3.8120 4.9254 -0.004 0.008 0.016
H -0.3596 -2.4716 0.6549 -0.204 -0.049 0.132
H -0.8054 -7.9924 3.6738 0.001 0.008 -0.003
H -0.9387 -9.6094 1.7957 0.001 0.002 -0.009
H -0.4778 -8.9076 -0.5107 0.003 0.002 0.005
H 0.1220 -6.5732 -1.0486 0.004 0.005 0.003
H 0.6544 -4.1248 0.3273 0.309 0.067 0.172

3.
65
Properties=species:S:1:pos:R:3:forces:R:3 method="wB97M-V/def2-TZVPD" orbital_gap_ev="5.81 / 6.32" lumo_energy_ev="-3.72 / -3.82" e_above_lowest_kcal_mol=28.4 s2=6.049 charge=+1 e_tot_ha=-5437.10749 multiplicity=5 homo_ev="-9.53 / -10.14"
Mn -0.0279 0.0120 0.0186 -0.650 -0.764 0.858
C -6.1283 12.0577 1.0647 -0.109 0.222 0.038
O -6.0895 11.2083 -0.0702 0.069 -0.012 0.151
C -5.4172 10.0462 0.0590 -0.096 0.032 -0.202
C -4.7721 9.6225 1.2152 0.112 -0.044 0.229
C -4.1107 8.4022 1.2291 -0.079 0.008 -0.194
C -4.0808 7.5886 0.1002 0.018 0.072 0.151
C -4.7326 8.0256 -1.0549 -0.169 0.266 -0.061
C -5.3921 9.2372 -1.0765 0.167 -0.374 -0.106
C -3.3954 6.3011 0.0801 0.064 -0.149 -0.039
N -3.3231 5.4985 -0.9593 -0.036 -0.024 -0.152
C -2.5981 4.4220 -0.5388 0.216 0.070 0.723
C -2.2172 4.5665 0.7825 -0.166 -0.168 -0.719
N -2.7368 5.7732 1.1618 0.033 0.143 0.281
C -1.4526 3.5858 1.4654 -0.077 0.182 0.131
C -1.0652 3.7238 2.8049 0.338 -0.499 0.231
C -0.3286 2.7224 3.3989 -0.279 0.479 -0.092
C 0.0063 1.6092 2.6412 0.210 -0.736 -0.260
N -0.3417 1.4605 1.3750 -0.489 1.122 -0.223
C -1.0713 2.4212 0.7549 0.075 0.617 1.089
C -1.4590 2.2509 -0.6178 -0.614 0.463 -0.990
N -1.0957 1.1292 -1.2955 -0.713 1.342 -0.589
C -1.4658 0.9921 -2.5635 0.346 -0.394 0.380
C -2.2143 1.9333 -3.2558 -0.197 0.428 0.115
C -2.5963 3.0789 -2.5942 0.126 -0.445 -0.298
C -2.2204 3.2524 -1.2572 -0.089 0.010 -0.231
H -6.6994 12.9370 0.7812 -0.014 -0.046 -0.102
H -5.1245 12.3770 1.3526 0.009 -0.071 0.053
H -6.6345 11.5735 1.9024 0.077 -0.034 0.029
H -4.7699 10.2208 2.1143 -0.034 0.034 -0.043
H -3.6206 8.1093 2.1496 0.011 -0.017 0.006
H -4.7228 7.4106 -1.9433 0.048 -0.070 0.033
H -5.8930 9.5638 -1.9767 -0.041 0.099 0.038
H -2.6555 6.1998 2.0679 -0.047 0.046 -0.035
H -1.3385 4.5971 3.3815 -0.051 0.053 -0.065
H -0.0201 2.7891 4.4314 0.021 -0.033 0.010
H 0.5688 0.7840 3.0594 -0.037 -0.035 0.042
H -1.1443 0.0745 -3.0386 -0.030 -0.014 -0.082
H -2.4879 1.7647 -4.2867 0.023 -0.056 -0.010
H -3.1807 3.8393 -3.0931 -0.013 0.082 0.096
Br -3.7212 -5.3487 -3.6116 0.045 0.036 0.010
C -2.4496 -4.1345 -2.9301 -0.050 0.003 0.046
C -2.8176 -3.2323 -1.9445 0.122 0.036 -0.038
C -1.8747 -2.3474 -1.4487 0.011 0.088 -0.013
C -0.5648 -2.3494 -1.9290 -0.628 -0.336 0.027
C -0.2128 -3.2690 -2.9162 0.097 0.023 -0.065
C -1.1502 -4.1566 -3.4170 0.119 0.078 0.028
N 0.3190 -1.4030 -1.3653 1.221 -0.156 -0.683
C 1.5525 -1.3343 -1.6957 0.037 -0.192 -0.192
C 2.4548 -0.3388 -1.0905 -0.113 -0.192 -0.124
C 3.7863 -0.2983 -1.4710 0.030 0.188 0.173
C 4.6091 0.6501 -0.8833 0.031 0.071 0.049
C 4.0733 1.5172 0.0562 0.085 -0.133 -0.128
C 2.7325 1.4043 0.3751 -0.387 -0.063 0.085
N 1.9177 0.4982 -0.1749 2.235 0.232 -0.782
H -3.8242 -3.2170 -1.5530 -0.028 -0.046 -0.032
H -2.1433 -1.6589 -0.6596 0.077 -0.021 0.108
H 0.7906 -3.3156 -3.3186 -0.022 -0.007 0.000
H -0.8621 -4.8619 -4.1826 -0.041 -0.030 -0.011
H 2.0063 -1.9988 -2.4271 -0.021 -0.047 0.040
H 4.1768 -0.9879 -2.2056 -0.073 -0.052 -0.016
H 5.6544 0.7129 -1.1532 0.005 -0.008 -0.005
H 4.6840 2.2686 0.5341 -0.019 0.022 0.026
H 2.2741 2.0614 1.1024 0.023 0.046 0.017
O -0.6322 -1.0933 1.0365 -0.688 -1.324 1.289